Below is a cluster of 3 separate species, C7H10 in total, with properties calculated with ωB97M-V/def2-TZVPD.

Geometry as XYZ:
```
17
Properties=species:S:1:pos:R:3:forces:R:3
C 0.550 1.083 0.434 -0.0057 -0.2301 -0.1397
C -0.415 -0.025 0.106 0.1045 0.0407 -0.1654
C 1.776 -0.645 -0.415 -0.1880 0.2043 -0.0512
C -1.899 0.102 -0.038 -0.0329 0.0715 -0.0778
C 0.439 -0.781 -0.869 0.0512 -0.1205 0.1257
C 1.846 0.497 0.378 -0.2272 0.0150 -0.2027
C -1.329 -0.704 1.103 0.0595 -0.0646 0.0881
H 0.068 -1.645 -1.426 0.1179 0.2633 0.1353
H 2.765 0.965 0.725 -0.2733 -0.1165 -0.0445
H -1.385 -0.286 2.106 0.0326 -0.0761 -0.2508
H -2.360 1.064 0.183 0.1398 -0.2214 0.0028
H 2.620 -1.228 -0.782 -0.2275 0.2116 0.1391
H 0.382 0.546 -1.678 0.0777 -0.0940 0.2761
H -2.363 -0.441 -0.862 0.1294 0.1391 0.2243
H 0.278 1.944 1.048 0.1353 -0.2668 -0.1662
H -1.413 -1.790 1.062 0.0392 0.2946 -0.0089
H 0.430 1.350 -1.097 0.0675 -0.0502 0.1158
```
Forces are in eV/Å.

energy above the lowest of the compared OMol25 structures with the same formula, charge and spin: 389.0 kJ/mol
max |F|: 0.34 eV Å⁻¹
charge: 0
HOMO: -9.3 eV
frontier orbital gap: 10.3 eV